Record 1
57
Properties=species:S:1:pos:R:3:forces:R:3:nbo_charge:R:1 method="wB97M-V/def2-TZVPD" total_energy_ev=-181022.52965 homo_ev=-10.0873 mol_weight_da=577.24 multiplicity=1 e_above_lowest_ev=0.000 homo_lumo_gap_ev=10.21 lumo_ha=0.00456
C 0.316759 -1.395863 2.375845 -0.274 0.123 -0.412 -0.608
C 0.049887 -0.526174 1.142472 0.217 0.034 0.473 -0.406
C -0.777900 0.740334 1.397905 0.122 -0.182 -0.421 -0.387
C -2.288838 0.652654 1.115119 0.098 0.167 -0.033 -0.316
C -2.480252 0.252542 -0.279805 0.024 -0.095 -0.009 0.296
N -2.599093 -0.102596 -1.364152 -0.097 0.015 -0.151 -0.329
C -3.140050 -0.271043 2.030500 -0.414 -0.199 0.211 0.018
N -2.995999 -1.650655 1.601263 0.312 0.020 0.045 -0.827
C -2.613538 -0.203795 3.404731 0.191 0.117 -0.072 0.296
N -2.231704 -0.156113 4.484138 -0.017 0.036 0.166 -0.299
C -4.604156 0.275274 2.138158 0.184 0.197 -0.351 -0.400
C -5.497469 -0.048159 0.932139 -0.071 0.022 0.409 -0.495
C -6.638506 -1.041730 1.147743 -0.017 0.071 -0.312 0.270
F -6.920077 -1.639811 -0.051936 -0.077 0.071 0.187 -0.338
Br -6.254887 -2.490066 2.381949 0.056 0.034 0.103 0.045
C -7.920180 -0.303618 1.637444 -0.322 -0.129 -0.172 0.603
F -8.796944 -1.131443 2.218823 0.124 0.182 -0.090 -0.312
F -7.571660 0.634957 2.535543 -0.023 -0.187 0.059 -0.325
Br -8.840313 0.574719 0.154003 0.205 -0.048 0.221 0.027
H -0.552439 -2.006353 2.605825 -0.023 -0.073 0.144 0.207
H 1.157978 -2.050926 2.163801 0.081 -0.103 0.096 0.210
H 0.549350 -0.781109 3.241182 0.108 0.011 0.125 0.204
H -0.399878 -1.138904 0.363596 -0.080 0.027 -0.137 0.207
H 1.012940 -0.195168 0.768031 0.103 0.034 -0.104 0.230
H -0.403395 1.509870 0.722226 -0.054 0.123 -0.019 0.222
H -0.614162 1.123957 2.402330 -0.084 -0.051 0.171 0.225
H -2.695657 1.661266 1.190047 -0.005 0.089 0.126 0.248
H -3.436052 -1.828997 0.709131 -0.053 -0.031 -0.010 0.380
H -3.330906 -2.299957 2.296948 -0.159 -0.029 -0.051 0.386
H -5.054942 -0.037318 3.074322 -0.035 -0.224 0.024 0.243
H -4.516339 1.358609 2.205987 -0.059 0.078 0.138 0.220
H -5.984276 0.875839 0.626456 0.020 0.042 -0.268 0.248
H -4.925437 -0.399026 0.078637 0.002 -0.110 -0.081 0.253
O 3.603933 0.864661 0.528058 -0.082 0.023 -0.039 -0.577
C 3.980784 -0.216648 0.179027 0.111 0.077 0.042 0.795
C 5.347395 -0.617848 -0.334947 -0.101 -0.175 -0.238 -0.535
C 5.076520 -1.967101 -0.997037 0.006 0.074 0.018 -0.428
C 3.891384 -2.480525 -0.187593 0.072 -0.054 -0.052 -0.070
O 3.166520 -1.299691 0.204102 0.009 -0.088 -0.013 -0.501
H 6.024191 -0.701848 0.517050 0.009 0.050 0.019 0.237
H 5.731043 0.126502 -1.027200 0.078 0.067 0.126 0.261
H 5.925217 -2.647016 -0.990780 -0.005 -0.009 0.053 0.225
H 4.779220 -1.811066 -2.034583 0.028 -0.003 -0.011 0.219
H 4.200379 -3.007535 0.717794 0.014 0.009 0.005 0.178
H 3.220378 -3.118804 -0.757108 -0.071 0.039 0.035 0.198
O 6.205606 0.329779 -3.499334 0.021 -0.046 -0.001 -0.579
C 5.545155 1.320375 -3.624666 -0.112 -0.076 0.045 0.794
C 4.317644 1.525608 -4.491228 0.081 0.296 -0.071 -0.530
C 4.175503 3.046381 -4.522265 0.013 -0.086 -0.021 -0.429
C 4.795339 3.441791 -3.186195 -0.096 0.072 -0.019 -0.073
O 5.809780 2.451895 -2.935863 0.027 0.024 0.005 -0.487
H 3.471556 1.044015 -3.997547 -0.002 -0.049 -0.012 0.239
H 4.465093 1.075296 -5.468495 -0.033 -0.120 0.038 0.244
H 3.152710 3.398475 -4.635474 -0.012 -0.017 0.053 0.225
H 4.768159 3.456255 -5.340985 -0.003 0.015 0.002 0.211
H 4.075597 3.406035 -2.366142 -0.008 -0.023 -0.004 0.188
H 5.269039 4.419803 -3.199018 0.072 -0.032 0.032 0.199

=====

Record 2
26
Properties=species:S:1:pos:R:3:forces:R:3:nbo_charge:R:1 method="wB97M-V/def2-TZVPD" total_energy_ev=-10627.28451 homo_ev=-8.8265 mol_weight_da=136.24 multiplicity=1 e_above_lowest_ev=2.459 homo_lumo_gap_ev=9.79 lumo_ha=0.03545
C -2.235428 1.638969 -0.597219 -1.604 -1.270 -0.945 -0.630
C -2.469930 0.190393 -0.046388 -1.914 2.417 1.927 -0.417
C -1.390151 -0.283517 0.838381 2.174 -1.194 -2.754 0.005
C -1.032384 0.297197 2.028777 -1.427 2.865 1.220 -0.242
C 0.024728 -0.179783 2.748624 3.388 -0.735 0.967 -0.187
C 0.923436 -1.220362 2.179918 -2.664 1.731 1.724 -0.234
C 0.529843 -1.769329 0.998758 -0.296 -0.865 -1.572 -0.203
C -0.552206 -1.271526 0.239874 -0.044 1.052 4.303 -0.220
H -2.510228 2.394341 0.076698 1.244 0.868 2.210 0.218
H -2.926556 2.144094 -1.306334 -0.055 -1.735 -0.816 0.219
H -1.276001 1.581402 -1.043487 1.128 0.971 -0.078 0.213
H -3.367793 0.169748 0.608627 0.002 0.116 -0.703 0.205
H -2.572863 -0.548710 -0.766434 -0.528 -0.988 -1.746 0.206
H -1.616814 1.310467 2.344207 1.314 -2.776 -0.420 0.217
H 0.336461 0.287786 3.751554 -0.640 -0.728 -1.702 0.217
H 1.725565 -1.652437 2.760546 0.053 0.207 0.057 0.218
H 1.013158 -2.671185 0.595923 0.197 0.566 0.202 0.209
H -0.826627 -1.764702 -0.627171 -0.501 -0.652 -1.730 0.204
C 2.180179 0.132510 -1.140002 -1.391 -1.324 1.760 -0.606
C 2.332356 0.321756 -2.605133 2.841 -3.630 -1.027 -0.615
H 2.767158 0.690962 -0.465755 1.165 1.223 0.297 0.206
H 1.158593 0.438572 -0.882233 0.044 -0.619 0.423 0.200
H 2.427184 -0.954378 -0.734107 -0.976 1.982 -1.384 0.205
H 2.366587 1.261410 -3.119488 -0.332 0.747 0.396 0.216
H 1.592220 -0.376726 -3.083638 0.755 0.829 0.026 0.202
H 3.399514 -0.166955 -2.754499 -1.932 0.939 -0.635 0.192

=====

Record 3
94
Properties=species:S:1:pos:R:3:forces:R:3:lowdin_spin:R:1 method="wB97M-V/def2-TZVPD" total_energy_ev=-236367.08744 homo_ev="-7.7745 / -7.7756" mol_weight_da=930.65 s_squared=3.82 multiplicity=4 e_above_lowest_ev=0.683 homo_lumo_gap_ev="8.06 / 7.94" lumo_ha="0.01042 / 0.00609"
Cr 0.168763 1.165566 1.861921 0.441 -0.256 -0.287 2.985
N 0.104311 2.879712 5.763630 -0.036 0.104 -0.079 0.000
C 0.573353 1.908316 6.747715 -0.012 -0.093 0.054 0.000
C 1.259316 0.725513 6.075114 -0.067 -0.133 0.054 0.000
C 0.293931 -0.275315 5.419071 -0.077 -0.073 -0.024 0.000
C 0.848523 -1.040072 4.204784 0.063 -0.147 0.079 0.000
N 0.215399 -0.689546 2.901732 -0.237 0.071 -0.045 0.004
H -0.141322 3.750430 6.219460 -0.021 -0.048 -0.036 0.000
H -0.730256 2.546563 5.293989 -0.017 -0.051 -0.089 0.000
H -0.232007 1.537372 7.399938 0.041 -0.006 0.017 0.000
H 1.294255 2.412883 7.395271 0.006 -0.019 -0.032 0.000
H 1.849776 0.196272 6.829058 0.051 -0.005 -0.046 0.000
H 1.952302 1.111130 5.336364 0.155 0.178 -0.214 0.000
H -0.645269 0.203249 5.135462 0.068 0.094 -0.077 0.000
H 0.032723 -1.017081 6.177198 -0.115 0.006 -0.029 0.000
H 0.675364 -2.110776 4.348105 0.122 0.033 0.045 -0.001
H 1.926343 -0.894249 4.113701 -0.041 0.072 -0.068 0.000
H -0.792217 -0.856098 2.973085 0.071 0.001 -0.019 0.004
H 0.537860 -1.349029 2.194315 0.005 0.004 0.113 0.004
O 0.282325 3.097351 1.486779 0.075 0.303 -0.043 0.012
N 1.328106 3.701139 1.902206 -0.037 -0.040 -0.063 0.000
N 2.125900 2.948123 2.531918 -0.109 0.047 0.027 0.016
O 1.846167 1.670233 2.724263 -0.213 0.095 0.339 0.025
C 3.328432 3.480988 3.096340 -0.010 -0.038 -0.014 0.000
C 4.302113 2.594446 3.521445 0.000 0.024 -0.002 0.001
C 5.469864 3.102028 4.072629 -0.022 -0.010 -0.012 0.000
C 5.652833 4.470509 4.189207 -0.037 0.008 -0.027 0.001
C 4.662548 5.341004 3.750785 0.017 -0.017 0.004 0.000
C 3.489622 4.853874 3.201715 0.034 0.037 0.040 0.001
H 4.142654 1.532837 3.413555 -0.021 -0.025 0.013 0.000
H 6.238357 2.419611 4.408547 0.016 -0.012 0.007 0.000
H 6.563917 4.860934 4.619685 0.034 0.015 0.020 0.000
H 4.799686 6.409269 3.842747 0.008 0.030 0.004 0.000
H 2.708176 5.517934 2.865487 -0.003 0.008 0.005 0.000
Se -4.385281 -0.185804 -3.092927 0.030 -0.005 -0.062 0.000
P -2.850978 -1.556586 -2.641479 0.084 0.103 0.005 0.000
C -1.673260 -1.847032 -3.994543 0.007 0.064 0.004 0.000
C -0.744127 -2.883428 -3.927048 -0.009 -0.096 0.056 0.000
C 0.105018 -3.131888 -4.991506 -0.039 -0.025 -0.006 0.000
C 0.047155 -2.331244 -6.124428 -0.014 0.005 0.009 0.000
C -0.874566 -1.298167 -6.198201 0.033 -0.002 -0.024 0.000
C -1.743823 -1.066883 -5.142966 0.015 0.043 0.085 0.000
C -3.501975 -3.207733 -2.233610 0.009 0.039 0.041 0.000
C -3.470304 -4.230218 -3.177929 -0.014 0.015 -0.122 0.000
C -4.077300 -5.449037 -2.913548 -0.006 -0.017 0.013 0.000
C -4.725491 -5.656122 -1.706597 0.015 0.010 0.004 0.000
C -4.779960 -4.631824 -0.771513 -0.002 -0.056 -0.029 0.000
C -4.183292 -3.410530 -1.032909 -0.053 0.001 0.054 0.000
C -1.925038 -0.982168 -1.174386 -0.120 -0.093 -0.007 0.003
C -0.798082 -0.216795 -0.862294 -0.078 0.081 -0.175 0.005
N -0.898607 0.066716 0.457961 -0.091 -0.009 -0.011 -0.008
N -2.003331 -0.503851 0.927208 0.074 -0.004 0.166 0.010
N -2.627791 -1.120888 -0.024946 0.113 0.061 -0.025 0.007
P 0.701019 0.263179 -1.725751 -0.067 -0.072 -0.048 0.004
Se 2.104988 1.277263 -0.511563 -0.054 -0.167 0.257 0.022
C 1.435503 -1.320848 -2.225588 0.066 0.090 -0.110 0.001
C 1.215918 -2.449891 -1.443043 0.042 0.006 0.045 0.000
C 1.906259 -3.624511 -1.701645 -0.016 0.020 0.004 0.000
C 2.820187 -3.678335 -2.742564 0.027 0.022 -0.016 0.000
C 3.043776 -2.553142 -3.524132 0.026 -0.031 0.021 0.000
C 2.359496 -1.378344 -3.264697 -0.040 0.000 0.014 0.000
C 0.227309 1.282647 -3.137878 0.091 -0.030 -0.015 0.001
C 1.222266 1.781464 -3.982006 -0.007 -0.016 0.014 0.001
C 0.887098 2.619454 -5.028826 -0.002 0.002 0.006 0.000
C -0.436942 2.999062 -5.218813 0.004 -0.003 -0.007 0.000
C -1.417372 2.545443 -4.354548 -0.038 -0.018 -0.030 0.000
C -1.088068 1.688602 -3.313858 -0.054 -0.051 0.011 0.000
H -0.696649 -3.516391 -3.049638 -0.020 0.019 -0.024 0.000
H 0.813239 -3.946826 -4.932151 -0.001 -0.007 -0.008 0.000
H 0.714997 -2.521443 -6.954179 0.020 -0.003 -0.027 0.000
H -0.928940 -0.677907 -7.082716 -0.003 0.011 -0.019 0.000
H -2.489301 -0.285844 -5.199452 -0.040 0.055 0.002 0.000
H -2.992131 -4.080305 -4.137376 -0.001 0.001 0.046 0.000
H -4.046596 -6.232567 -3.658911 -0.001 -0.014 -0.009 0.000
H -5.196120 -6.607924 -1.499112 -0.014 -0.019 0.001 0.000
H -5.298866 -4.778876 0.166008 -0.015 -0.008 0.022 0.000
H -4.239953 -2.611804 -0.308209 -0.021 -0.060 -0.049 0.000
H 0.497083 -2.419073 -0.633970 -0.013 0.003 0.016 0.000
H 1.726785 -4.497926 -1.089359 -0.009 -0.025 0.019 0.000
H 3.359852 -4.594238 -2.943486 0.011 -0.019 -0.004 0.000
H 3.754829 -2.590563 -4.338617 0.012 0.001 -0.018 0.000
H 2.545160 -0.510646 -3.880247 0.002 -0.003 -0.026 0.000
H 2.261931 1.551157 -3.792244 0.026 0.008 -0.004 0.000
H 1.660876 2.997127 -5.683276 0.018 0.009 -0.011 0.000
H -0.695933 3.665953 -6.029881 -0.007 0.018 -0.030 0.000
H -2.448912 2.846272 -4.481461 -0.010 0.001 0.001 0.000
H -1.872381 1.354299 -2.650188 -0.040 -0.049 0.039 0.000
C -3.812573 2.507999 2.157624 0.009 -0.022 -0.034 -0.006
O -2.458804 2.279820 1.737853 0.067 0.064 0.043 -0.012
C -1.673210 1.631498 2.605935 -0.043 -0.045 0.277 -0.072
O -2.049427 1.326462 3.720435 -0.022 0.077 0.044 -0.007
H -4.253907 3.142928 1.394124 0.012 -0.030 0.023 0.000
H -3.839019 2.996898 3.129908 0.011 0.006 -0.014 -0.001
H -4.344281 1.558233 2.215939 0.011 0.010 0.008 0.000

=====

Record 4
14
Properties=species:S:1:pos:R:3:forces:R:3:nbo_charge:R:1 method="wB97M-V/def2-TZVPD" total_energy_ev=-7819.30804 homo_ev="-8.3563 / -8.7498" mol_weight_da=93.13 multiplicity=1 e_above_lowest_ev=6.339 homo_lumo_gap_ev="8.47 / 7.58" lumo_ha="0.00428 / -0.04312"
C -1.617280 -0.008193 0.353029 -5.049 2.946 0.300 0.216
C 1.053606 -1.794263 -0.434807 -0.062 -1.081 -0.644 -0.101
C -0.100613 -1.357143 -1.012898 -0.754 0.350 -0.183 -0.202
C 0.753095 -1.102919 0.834004 2.145 -0.183 2.791 -0.437
C -0.545203 -0.727937 0.155637 3.764 -1.527 0.039 -0.085
C -0.051250 2.567237 -0.063441 -0.913 0.033 -0.173 -0.530
N -2.628372 0.586028 0.290898 1.125 -0.692 0.457 -0.286
H 1.790943 -2.556850 -0.589776 0.302 0.058 -0.606 0.213
H -0.695590 -1.280678 -1.888164 0.252 -0.718 -1.214 0.226
H 0.744577 -1.866395 1.737168 -0.115 1.968 -1.424 0.220
H 1.557414 -0.259973 0.936940 -1.768 -1.235 0.504 0.233
H 0.910157 2.985707 0.283152 -0.866 -0.290 -0.181 0.173
H -1.038270 2.693287 0.475197 1.665 -0.040 -0.543 0.193
H -0.133213 2.122095 -1.076940 0.273 0.410 0.876 0.167